# 1
Here is a 10-piece molecular cluster, C36H77BN2O12P overall at a distorted geometry from OMol25. Energies are from wB97M-V/def2-TZVPD.

CARTESIAN COORDINATES (ANGSTROEM)
C -1.38 -4.31 1.03
C -2.23 -4.12 -0.24
N -3.09 -2.95 -0.22
B -2.65 -1.73 -1.07
C -1.03 -1.35 -1.01
C -0.72 0.17 -0.94
C -0.15 0.80 -2.22
C -1.24 1.07 -3.28
N -1.08 2.36 -3.99
C 0.14 2.41 -4.80
C -1.27 3.47 -3.20
C -2.49 3.45 -2.30
O -0.54 4.46 -3.23
P -3.28 -1.87 -2.92
O -3.07 -3.46 -3.42
O -4.97 -1.78 -2.72
H -1.69 -5.20 1.59
H -1.52 -3.47 1.71
H -0.31 -4.36 0.84
H -1.60 -4.12 -1.13
H -2.86 -5.02 -0.32
H -3.34 -2.71 0.72
H -3.29 -0.76 -0.65
H -0.55 -1.80 -0.14
H -0.52 -1.74 -1.90
H -1.61 0.72 -0.65
H 0.03 0.33 -0.16
H 0.39 1.72 -1.99
H 0.59 0.12 -2.64
H -1.22 0.29 -4.03
H -2.22 1.00 -2.82
H 0.47 1.40 -5.00
H -0.07 2.89 -5.75
H 0.96 2.93 -4.29
H -2.91 4.45 -2.28
H -3.24 2.75 -2.66
H -2.20 3.13 -1.30
H -3.10 -3.43 -4.37
H -5.16 -0.84 -2.70
C -7.91 2.02 -5.69
C -6.97 1.01 -5.06
O -6.22 1.31 -4.17
C -7.03 -0.40 -5.61
H -7.77 2.99 -5.21
H -7.70 2.12 -6.75
H -8.94 1.70 -5.56
H -6.79 -0.39 -6.68
H -8.04 -0.80 -5.48
H -6.32 -1.03 -5.08
C 3.35 4.31 0.35
C 3.17 4.34 -1.15
O 3.88 3.68 -1.88
C 2.08 5.23 -1.70
H 4.16 3.63 0.61
H 3.58 5.31 0.72
H 2.43 3.96 0.82
H 2.27 6.26 -1.41
H 1.11 4.92 -1.31
H 2.06 5.14 -2.78
C 2.40 9.50 1.91
C 2.15 8.02 1.75
O 2.38 7.46 0.69
C 1.60 7.28 2.93
H 2.79 9.91 0.99
H 1.47 10.00 2.17
H 3.12 9.67 2.72
H 0.63 7.70 3.20
H 2.28 7.39 3.78
H 1.47 6.23 2.70
C -1.75 -9.19 1.82
C -0.60 -8.48 2.48
O 0.24 -7.90 1.83
C -0.54 -8.52 3.99
H -1.68 -9.08 0.74
H -1.74 -10.25 2.07
H -2.70 -8.76 2.16
H -0.48 -9.56 4.33
H -1.44 -8.07 4.40
H 0.33 -7.97 4.34
C 9.06 3.44 -2.97
C 8.36 2.65 -1.88
O 8.99 2.18 -0.96
C 6.87 2.50 -2.01
H 10.12 3.49 -2.77
H 8.89 2.97 -3.94
H 8.66 4.46 -3.00
H 6.62 2.00 -2.94
H 6.39 3.48 -2.01
H 6.49 1.92 -1.17
C -1.46 7.90 0.20
C -2.11 7.18 1.36
O -1.49 6.81 2.32
C -3.60 6.93 1.24
H -0.40 8.02 0.39
H -1.59 7.33 -0.72
H -1.91 8.89 0.07
H -3.80 6.33 0.35
H -4.13 7.88 1.15
H -3.95 6.40 2.12
C 5.59 -6.59 1.79
C 4.73 -7.27 2.83
O 5.22 -7.82 3.79
C 3.24 -7.24 2.60
H 6.64 -6.68 2.07
H 5.43 -7.04 0.82
H 5.33 -5.53 1.73
H 2.99 -7.72 1.66
H 2.89 -6.21 2.57
H 2.74 -7.76 3.41
C -6.94 -1.23 -0.30
C -7.23 -0.66 1.07
O -6.46 -0.74 1.99
C -8.57 0.03 1.24
H -5.96 -1.69 -0.32
H -7.69 -1.97 -0.55
H -6.97 -0.43 -1.04
H -9.38 -0.68 1.03
H -8.65 0.87 0.55
H -8.67 0.39 2.26
C 6.81 -6.61 6.24
C 7.97 -5.92 6.91
O 8.82 -5.32 6.29
C 8.04 -6.02 8.42
H 6.87 -6.47 5.17
H 6.83 -7.68 6.46
H 5.87 -6.20 6.60
H 8.10 -7.06 8.72
H 7.15 -5.58 8.86
H 8.92 -5.49 8.78

Calculated values
HOMO-LUMO gap, eV: 5.1776
Charge: -1
Largest force on an atom, eV/A: 1.1
Total energy, a.u.: -2796.567248

# 2
Here is a 6-piece molecular cluster, C36H79F5N2O16P overall at a distorted geometry from OMol25. Energies are from wB97M-V/def2-TZVPD.

CARTESIAN COORDINATES (ANGSTROEM)
C -2.78 -1.53 -2.38
C -1.84 -1.42 -1.14
C -2.14 -0.09 -0.42
C -1.88 1.17 -1.23
C -1.97 2.42 -0.34
C -0.91 2.44 0.75
F -1.42 1.94 1.91
F 0.16 1.64 0.43
C -0.34 3.85 1.05
F -1.26 4.81 0.87
F 0.75 4.08 0.28
F 0.07 3.89 2.35
C -0.39 -1.35 -1.56
N 0.09 -2.73 -1.90
C 1.36 -2.75 -2.70
C 2.62 -2.42 -1.95
O 2.65 -1.08 -1.45
C 2.82 -0.12 -2.41
O 3.69 -0.15 -3.24
C 0.03 -3.62 -0.70
C 0.68 -3.02 0.57
C 1.54 -3.95 1.43
C 0.76 -4.81 2.43
O 1.52 -5.96 2.77
P 0.53 -5.32 -1.22
O -0.13 -5.52 -2.52
O 0.10 -6.43 -0.18
O 2.11 -5.39 -1.38
C -1.49 -3.77 -0.42
N -2.11 -2.47 -0.15
H -3.46 -0.69 -2.44
H -2.23 -1.56 -3.31
H -3.39 -2.43 -2.33
H -3.20 -0.11 -0.16
H -1.59 -0.12 0.51
H -2.61 1.27 -2.03
H -0.88 1.20 -1.67
H -2.96 2.53 0.08
H -1.77 3.27 -0.98
H -0.32 -0.78 -2.47
H 0.26 -0.88 -0.83
H -0.63 -3.10 -2.53
H 1.23 -2.00 -3.48
H 1.48 -3.69 -3.23
H 2.80 -3.06 -1.10
H 3.45 -2.58 -2.63
H 2.08 0.68 -2.37
H 1.29 -2.16 0.33
H -0.10 -2.62 1.22
H 2.25 -4.55 0.86
H 2.15 -3.30 2.04
H 0.64 -4.22 3.33
H -0.25 -5.04 2.09
H 1.01 -6.75 2.61
H -0.69 -6.21 0.31
H 2.29 -6.25 -1.79
H -1.94 -4.25 -1.29
H -1.63 -4.39 0.46
H -3.11 -2.64 -0.20
C 0.66 3.01 5.63
O 1.01 3.23 6.98
C 2.21 2.57 7.36
C 3.38 3.52 7.42
O 3.72 4.00 6.13
C 3.26 5.32 5.89
H -0.15 3.69 5.38
H 1.51 3.20 4.96
H 0.31 1.98 5.49
H 2.43 1.74 6.68
H 2.05 2.14 8.36
H 4.25 2.98 7.81
H 3.16 4.35 8.10
H 3.85 6.05 6.46
H 2.20 5.43 6.13
H 3.40 5.52 4.83
C -1.10 9.58 -0.91
O -0.28 8.95 -1.88
C 1.05 9.46 -1.90
C 2.01 8.52 -1.21
O 1.76 8.45 0.19
C 1.06 7.28 0.56
H -2.02 9.01 -0.84
H -0.62 9.59 0.08
H -1.34 10.60 -1.21
H 1.09 10.45 -1.45
H 1.34 9.55 -2.95
H 3.03 8.90 -1.34
H 1.96 7.53 -1.66
H 1.71 6.40 0.49
H 0.17 7.12 -0.06
H 0.75 7.40 1.60
C -1.70 -8.18 -3.34
O -3.05 -7.98 -2.96
C -3.85 -7.44 -4.00
C -4.70 -8.50 -4.67
O -3.91 -9.43 -5.38
C -3.74 -10.66 -4.70
H -1.22 -8.76 -2.55
H -1.62 -8.73 -4.28
H -1.19 -7.22 -3.43
H -3.22 -6.94 -4.75
H -4.51 -6.69 -3.55
H -5.36 -8.01 -5.40
H -5.33 -9.00 -3.94
H -4.67 -11.24 -4.72
H -3.42 -10.51 -3.67
H -2.97 -11.23 -5.23
C 5.88 -0.36 -9.15
O 5.28 0.91 -8.93
C 3.91 0.95 -9.29
C 3.02 0.88 -8.08
O 3.10 -0.39 -7.44
C 3.91 -0.37 -6.27
H 6.86 -0.34 -8.68
H 5.29 -1.16 -8.71
H 6.01 -0.54 -10.22
H 3.67 0.14 -9.99
H 3.74 1.90 -9.80
H 1.98 1.01 -8.40
H 3.26 1.68 -7.38
H 3.41 0.17 -5.47
H 4.88 0.10 -6.47
H 4.08 -1.40 -5.96
C -1.73 3.66 8.76
O -3.09 4.04 8.93
C -3.92 3.64 7.85
C -4.73 2.42 8.19
O -3.91 1.27 8.34
C -3.68 0.93 9.70
H -1.22 3.85 9.70
H -1.64 2.60 8.51
H -1.26 4.27 7.98
H -3.32 3.47 6.95
H -4.60 4.47 7.65
H -5.42 2.21 7.36
H -5.33 2.59 9.09
H -4.59 0.51 10.15
H -3.35 1.79 10.28
H -2.90 0.17 9.72

Calculated values
HOMO-LUMO gap, eV: 7.8380
Charge: +1
Largest force on an atom, eV/A: 2.2
Total energy, a.u.: -3572.739148

# 3
Here is a 8-piece molecular cluster, C36H80F8N8O16S8 overall at a distorted geometry from OMol25. Energies are from wB97M-V/def2-TZVPD.

CARTESIAN COORDINATES (ANGSTROEM)
C -14.00 -12.42 -14.61
C -13.27 -12.95 -13.32
C -13.02 -11.90 -12.21
N -13.22 -12.51 -10.74
C -12.91 -11.34 -9.81
C -13.19 -11.77 -8.35
C -14.62 -12.16 -8.14
C -15.02 -13.27 -9.09
C -14.76 -12.96 -10.54
C -12.18 -13.66 -10.55
H -13.44 -11.72 -15.22
H -14.98 -11.97 -14.42
H -14.24 -13.27 -15.25
H -12.27 -13.21 -13.67
H -13.56 -13.92 -12.91
H -13.82 -11.16 -12.31
H -12.12 -11.29 -12.28
H -13.49 -10.49 -10.18
H -11.84 -11.25 -10.02
H -12.89 -10.95 -7.71
H -12.56 -12.58 -7.97
H -15.24 -11.27 -8.32
H -14.83 -12.24 -7.08
H -16.07 -13.57 -9.06
H -14.51 -14.17 -8.74
H -15.44 -12.23 -10.97
H -14.90 -13.85 -11.15
H -11.21 -13.17 -10.55
H -12.29 -14.36 -11.38
H -12.33 -14.10 -9.57
C -19.78 -9.36 -15.58
C -20.68 -9.97 -14.48
C -22.17 -9.86 -14.84
N -23.18 -10.26 -13.80
C -22.93 -9.37 -12.48
C -24.19 -9.48 -11.60
C -25.57 -9.38 -12.25
C -25.65 -10.21 -13.53
C -24.52 -10.04 -14.53
C -23.04 -11.79 -13.36
H -20.24 -8.42 -15.88
H -19.64 -9.98 -16.46
H -18.76 -9.30 -15.18
H -20.48 -9.44 -13.55
H -20.40 -10.99 -14.22
H -22.31 -10.48 -15.73
H -22.51 -8.89 -15.21
H -22.71 -8.31 -12.62
H -22.07 -9.82 -11.99
H -24.10 -8.72 -10.83
H -24.10 -10.36 -10.96
H -25.72 -8.30 -12.37
H -26.33 -9.74 -11.55
H -26.63 -9.93 -13.91
H -25.71 -11.27 -13.25
H -24.55 -9.02 -14.92
H -24.62 -10.74 -15.36
H -23.01 -12.44 -14.23
H -23.88 -12.02 -12.69
H -22.11 -11.87 -12.80
C -13.51 -9.59 -1.76
C -14.44 -8.38 -2.13
C -13.85 -6.96 -1.90
N -14.52 -5.77 -2.71
C -13.81 -4.49 -2.19
C -14.26 -3.23 -3.02
C -14.04 -3.55 -4.58
C -14.80 -4.80 -5.08
C -14.46 -6.07 -4.29
C -15.98 -5.71 -2.19
H -13.04 -9.47 -0.78
H -12.71 -9.49 -2.49
H -13.84 -10.62 -1.84
H -15.37 -8.57 -1.58
H -14.75 -8.43 -3.17
H -12.82 -7.02 -2.26
H -13.77 -6.70 -0.84
H -12.74 -4.65 -2.30
H -14.07 -4.39 -1.14
H -13.55 -2.46 -2.74
H -15.24 -2.78 -2.84
H -12.96 -3.62 -4.68
H -14.28 -2.72 -5.24
H -14.58 -4.90 -6.15
H -15.88 -4.73 -5.03
H -13.41 -6.35 -4.40
H -15.12 -6.85 -4.66
H -15.96 -5.72 -1.10
H -16.62 -6.55 -2.48
H -16.52 -4.81 -2.47
C -26.13 -10.17 -3.10
C -26.77 -11.59 -2.70
C -27.82 -11.74 -1.59
N -27.20 -12.26 -0.16
C -28.23 -12.07 0.99
C -29.38 -13.08 0.83
C -28.96 -14.48 0.62
C -27.94 -14.68 -0.49
C -26.75 -13.68 -0.25
C -25.90 -11.57 0.16
H -26.78 -9.32 -3.32
H -25.23 -10.41 -3.66
H -25.77 -9.94 -2.10
H -26.00 -12.35 -2.75
H -27.30 -11.99 -3.56
H -28.62 -12.45 -1.79
H -28.20 -10.74 -1.39
H -28.44 -11.02 0.77
H -27.72 -12.41 1.89
H -30.18 -12.91 0.11
H -29.83 -13.15 1.82
H -29.77 -15.11 0.25
H -28.56 -14.96 1.51
H -28.29 -14.43 -1.49
H -27.57 -15.70 -0.38
H -26.10 -13.79 -1.13
H -26.18 -14.07 0.59
H -25.97 -10.51 0.37
H -25.10 -11.74 -0.57
H -25.54 -12.13 1.02
N -19.63 -11.64 -5.96
S -19.57 -10.53 -4.91
O -20.79 -10.20 -4.15
O -18.71 -9.44 -5.15
F -18.79 -11.36 -3.78
S -20.01 -10.66 -7.28
O -18.93 -10.14 -8.14
O -21.20 -9.81 -7.14
F -20.61 -11.79 -8.31
N -22.79 -16.16 -7.44
S -22.97 -16.65 -8.82
O -22.17 -15.86 -9.77
O -24.18 -17.37 -9.25
F -21.92 -17.81 -8.89
S -24.25 -15.19 -7.47
O -25.43 -15.81 -6.78
O -24.53 -14.34 -8.64
F -23.75 -14.08 -6.42
N -19.28 -14.62 -0.43
S -18.27 -14.21 0.58
O -18.17 -15.05 1.78
O -17.73 -12.84 0.56
F -17.08 -14.93 -0.20
S -20.50 -13.71 0.23
O -20.42 -12.27 0.30
O -21.45 -14.39 1.13
F -21.34 -13.83 -1.11
N -19.09 -3.62 -11.73
S -18.44 -5.01 -11.75
O -17.41 -5.31 -12.75
O -19.34 -6.10 -11.35
F -17.58 -4.75 -10.37
S -20.11 -3.92 -13.00
O -21.43 -4.47 -12.62
O -19.66 -4.27 -14.32
F -20.41 -2.35 -13.33

Calculated values
HOMO-LUMO gap, eV: 6.7051
Largest force on an atom, eV/A: 10.6
Total energy, a.u.: -7045.367736

Q: Among the records above, which one has the highest HOMO-LUMO gap?
A: C36H79F5N2O16P

Q: The lowest HOMO-LUMO gap belongs to which entry?
A: C36H77BN2O12P

Q: Number 1 is which compound?
A: C36H77BN2O12P